# 1
The following is a quantum chemistry calculation of a cluster of 10 separate species, C30H66NO29P in total, from the OMol25 dataset.

The max |F| is 0.6 eV/Å. The SMILES is C[C@@H](O)CO[PH3]N.COC(=O)OC.COC(=O)OC.COC(=O)OC.COC(=O)OC.COC(=O)OC.COC(=O)OC.COC(=O)OC.COC(=O)OC.COC(=O)OC. Its LUMO energy is 0.36 eV. As for the total charge: 0.

Positions of all 127 atoms, in Å:
C -5.5292 3.6010 -2.9770
C -4.6259 2.7444 -3.8561
O -3.4717 3.4713 -4.2684
C -4.1768 1.4471 -3.1164
O -2.7977 1.2167 -3.0586
P -2.0155 1.8930 -1.6439
N -1.2378 2.4958 -0.1675
H -6.3083 2.9935 -2.5102
H -6.0270 4.3834 -3.5567
H -4.9445 4.0756 -2.1831
H -5.2063 2.4641 -4.7458
H -3.7347 4.3828 -4.4265
H -4.6626 0.5765 -3.5689
H -4.5874 1.5127 -2.0900
H -2.8526 1.0645 -0.8716
H -2.3567 3.1766 -2.0958
H -0.8404 1.3353 -2.1482
H -1.1504 3.5079 -0.1426
H -1.7987 2.2715 0.6484
C 2.4968 0.5829 5.5626
O 2.2984 -0.0773 4.3070
C 1.1199 0.1495 3.7332
O 0.2332 0.8372 4.1847
O 1.0769 -0.4825 2.5680
C -0.0372 -0.0845 1.7478
H 3.4979 0.3058 5.8761
H 2.4160 1.6618 5.4415
H 1.7620 0.2480 6.2912
H 0.0295 0.9782 1.5345
H -0.9795 -0.3133 2.2429
H 0.0629 -0.6490 0.8259
C 2.3512 0.8435 -5.1773
O 3.3057 0.0205 -4.4875
C 3.1293 -0.0350 -3.1702
O 2.2717 0.5384 -2.5487
O 4.0750 -0.8182 -2.6495
C 4.0069 -0.9589 -1.2239
H 2.6379 0.8024 -6.2228
H 1.3446 0.4515 -5.0495
H 2.3957 1.8639 -4.8007
H 3.0552 -1.3984 -0.9312
H 4.1161 0.0105 -0.7410
H 4.8310 -1.6147 -0.9625
C -1.3023 -0.0540 6.9563
O -2.2327 0.3831 7.9583
C -2.2858 -0.3901 9.0368
O -1.6283 -1.3849 9.2245
O -3.1858 0.1110 9.8790
C -3.3490 -0.6403 11.0893
H -1.3633 0.6706 6.1535
H -0.2966 -0.0829 7.3711
H -1.5707 -1.0481 6.6019
H -2.4106 -0.6818 11.6392
H -3.6779 -1.6537 10.8657
H -4.1049 -0.1067 11.6558
C -1.1315 -4.4223 9.0471
O -1.0294 -5.6189 8.2541
C -1.9929 -6.5099 8.4719
O -2.9005 -6.3986 9.2543
O -1.7791 -7.5579 7.6716
C -2.7397 -8.6141 7.8069
H -0.2927 -3.8036 8.7496
H -2.0651 -3.9076 8.8410
H -1.0784 -4.6712 10.1051
H -3.7391 -8.2469 7.5825
H -2.7219 -9.0137 8.8191
H -2.4335 -9.3671 7.0876
C 2.1301 -10.9274 3.2767
O 1.2171 -10.1690 4.0777
C 1.8061 -9.3736 4.9746
O 2.9947 -9.2684 5.1392
O 0.8607 -8.7274 5.6480
C 1.3512 -7.8317 6.6585
H 1.5066 -11.5131 2.6087
H 2.7835 -10.2642 2.7125
H 2.7398 -11.5755 3.9038
H 1.9861 -7.0682 6.2121
H 1.9311 -8.3841 7.3966
H 0.4653 -7.3953 7.1035
C -2.7420 1.0725 -6.0626
O -2.7214 0.9251 -7.4975
C -1.5413 0.6124 -8.0148
O -0.5237 0.4219 -7.3987
O -1.6638 0.5480 -9.3431
C -0.4528 0.2134 -10.0316
H -3.7736 1.3163 -5.8429
H -2.4559 0.1448 -5.5731
H -2.0801 1.8725 -5.7471
H -0.0899 -0.7615 -9.7113
H 0.3153 0.9598 -9.8360
H -0.7168 0.1998 -11.0842
C -0.1163 3.8686 3.2377
O -0.5111 4.4265 1.9742
C 0.2561 5.4207 1.5369
O 1.2157 5.8769 2.1018
O -0.2159 5.8230 0.3544
C 0.5325 6.8879 -0.2465
H -0.8140 3.0601 3.4240
H 0.8973 3.4777 3.1814
H -0.1719 4.6227 4.0207
H 1.5614 6.5779 -0.4186
H 0.5281 7.7653 0.3976
H 0.0306 7.0961 -1.1859
C -2.3399 3.9620 -7.9741
O -2.0701 5.3708 -7.8958
C -3.1541 6.1393 -7.8908
O -4.2963 5.7545 -7.8986
O -2.7675 7.4158 -7.8611
C -3.8461 8.3583 -7.8552
H -1.3670 3.4844 -7.9012
H -2.9790 3.6508 -7.1508
H -2.8221 3.7159 -8.9179
H -4.4751 8.2125 -6.9787
H -4.4547 8.2452 -8.7505
H -3.3726 9.3345 -7.8317
C 6.5332 1.2165 -4.1257
O 7.7934 0.6248 -3.7806
C 8.3063 -0.1597 -4.7250
O 7.8245 -0.3734 -5.8073
O 9.4533 -0.6694 -4.2715
C 10.1155 -1.5382 -5.1976
H 6.2578 1.8232 -3.2675
H 6.6366 1.8421 -5.0109
H 5.7853 0.4482 -4.3031
H 10.3612 -1.0026 -6.1129
H 9.4801 -2.3872 -5.4434
H 11.0165 -1.8654 -4.6887

# 2
The following is a quantum chemistry calculation of a cluster of 10 separate species, C30H67BF13IO23S2 in total at a distorted geometry, from the OMol25 dataset.

The max |F| is 2.1 eV/Å. The SMILES is C=C[C@@]1(B(O)CC)OS(=O)(=O)O[C@]1(I)CCC(F)(F)C(F)(F)C(F)(F)C(F)(F)S(F)(F)(F)(F)F.OCCO.OCCO.OCCO.OCCO.OCCO.OCCO.OCCO.OCCO.OCCO. Its LUMO energy is -0.13 eV. As for the total charge: 0.

Positions of all 137 atoms, in Å:
C 2.7791 0.0673 3.8403
C 2.7351 -0.8792 2.8890
C 1.5695 -1.2402 1.9666
B 1.5389 -0.1861 0.7304
O 1.7277 1.1352 1.0371
C 1.2631 -0.6690 -0.7290
C 0.1362 0.2007 -1.3421
O 1.8700 -2.6264 1.5532
S 1.6479 -3.5609 2.8284
O 2.7938 -3.8506 3.6072
O 0.9751 -4.7193 2.3163
O 0.5955 -2.6272 3.5738
C 0.2336 -1.5265 2.6846
I -0.4904 0.0964 3.8524
C -0.8327 -2.0541 1.7092
C -2.2821 -1.9337 2.1793
C -3.1296 -2.9629 1.4646
F -2.8317 -4.1819 1.9870
F -2.8834 -3.0478 0.1371
C -4.6529 -2.7864 1.6871
F -5.2526 -3.9607 1.4343
F -4.8921 -2.4918 2.9752
C -5.3055 -1.7369 0.7200
F -5.6712 -2.4077 -0.3854
F -4.4233 -0.8104 0.3205
C -6.6282 -1.0881 1.2635
F -7.3704 -0.7444 0.2031
F -7.3227 -1.9931 1.9541
S -6.4399 0.5089 2.2971
F -7.9453 0.8873 1.9801
F -5.9561 1.2818 1.0113
F -4.9465 0.1283 2.6893
F -6.9482 -0.2325 3.6145
F -6.2920 1.8234 3.1341
H 3.2073 -0.1759 4.8094
H 2.4839 1.0976 3.6891
H 3.6290 -1.4671 2.7023
H 1.1097 1.4780 1.6951
H 2.1402 -0.5724 -1.3754
H 0.9570 -1.7180 -0.6981
H -0.8113 0.0290 -0.8192
H 0.0460 -0.0202 -2.4030
H 0.4017 1.2461 -1.1831
H -0.6168 -3.1102 1.5471
H -0.7265 -1.5661 0.7402
H -2.6789 -0.9339 2.0207
H -2.3486 -2.2031 3.2349
O -0.0001 -2.5584 -6.5424
C -1.0486 -2.5671 -5.5683
C -0.4619 -2.6101 -4.1759
O 0.4006 -1.5009 -3.9595
H 0.4147 -3.4273 -6.5408
H -1.5983 -1.6374 -5.7136
H -1.7188 -3.4117 -5.7323
H -1.2407 -2.5676 -3.4147
H 0.1123 -3.5346 -4.0338
H 0.8754 -1.3499 -4.7870
O -8.5638 2.4870 4.6645
C -9.5485 2.5872 5.6921
C -9.0103 2.0247 6.9895
O -7.8291 2.7033 7.3812
H -8.4572 1.5569 4.4385
H -9.7609 3.6502 5.8014
H -10.4663 2.0687 5.3971
H -9.7401 2.1370 7.7919
H -8.7888 0.9557 6.8627
H -7.3369 2.8796 6.5692
O 3.1385 4.9414 -2.7817
C 2.1238 4.1926 -3.4557
C 2.5656 2.7531 -3.6073
O 2.8326 2.1832 -2.3333
H 3.8893 5.0256 -3.3876
H 1.2327 4.2544 -2.8367
H 1.9081 4.6427 -4.4311
H 1.7865 2.1552 -4.0839
H 3.4757 2.7049 -4.2189
H 3.2459 2.8828 -1.8108
O -2.8673 6.9147 -2.2142
C -1.8182 7.4076 -3.0481
C -0.5096 6.7320 -2.7044
O -0.6183 5.3244 -2.8440
H -2.7192 7.2406 -1.3201
H -2.1098 7.1644 -4.0693
H -1.7308 8.4941 -2.9517
H 0.2891 7.0698 -3.3656
H -0.2310 6.9715 -1.6691
H -1.5027 5.0865 -2.5361
O 7.1401 5.3515 -6.8499
C 7.5447 4.7247 -5.6385
C 6.6547 5.1745 -4.5025
O 5.2969 4.8535 -4.7870
H 7.3788 6.2850 -6.7743
H 7.4456 3.6495 -5.7874
H 8.5920 4.9596 -5.4299
H 6.9258 4.6804 -3.5688
H 6.7465 6.2598 -4.3714
H 5.1770 5.0018 -5.7349
O 10.1179 9.7466 -3.8620
C 10.7872 8.4990 -4.0372
C 9.7856 7.4092 -4.3476
O 9.0387 7.7390 -5.5111
H 9.6234 9.7132 -3.0360
H 11.4629 8.6372 -4.8803
H 11.3731 8.2469 -3.1485
H 10.2896 6.4598 -4.5302
H 9.0981 7.2859 -3.4994
H 8.8877 8.6929 -5.4694
O -2.2254 -5.1100 -3.9911
C -1.5697 -6.3742 -4.1153
C -2.5846 -7.4932 -4.1840
O -3.4725 -7.3078 -5.2724
H -2.6158 -5.0639 -3.1109
H -1.0014 -6.3268 -5.0447
H -0.8781 -6.5274 -3.2814
H -2.0869 -8.4534 -4.3216
H -3.1594 -7.5262 -3.2482
H -3.6517 -6.3606 -5.3241
O -2.5738 -4.5613 7.2292
C -1.3854 -3.7992 7.4474
C -0.8639 -3.2617 6.1352
O -1.8579 -2.4613 5.4988
H -2.3288 -5.3751 6.7755
H -1.6728 -2.9794 8.1052
H -0.6240 -4.4063 7.9453
H 0.0179 -2.6394 6.2881
H -0.5929 -4.0948 5.4754
H -2.7000 -2.9028 5.6782
O 2.0661 -6.2140 4.8308
C 1.9595 -7.6265 4.9579
C 2.9549 -8.3052 4.0415
O 4.2747 -7.8787 4.3346
H 1.7319 -5.9543 3.9637
H 2.1899 -7.8560 5.9987
H 0.9406 -7.9633 4.7356
H 2.9183 -9.3888 4.1631
H 2.7187 -8.0589 2.9974
H 4.2093 -6.9364 4.5403